C2H12HfO11 as an isolated structure at a distorted geometry. Source: the Open Molecules 2025 dataset; level of theory: ωB97M-V/def2-TZVPD.

```
26
Properties=species:S:1:pos:R:3:lowdin_charge:R:1
Hf -0.0879 0.1633 0.1555 1.70
C -0.4949 -2.6157 -1.3945 -0.77
O -0.5459 -3.7257 -0.9115 0.13
O -0.1919 -2.5067 -2.6795 0.16
O -0.4819 -1.5707 -0.7155 -0.14
H -0.1959 -3.2697 -3.2285 0.13
C 0.9521 2.2483 1.0595 -0.65
O 1.1161 1.0983 1.5085 -0.05
O 1.3731 3.3963 1.6175 0.26
O 0.1651 2.2163 0.0825 -0.06
H 2.0171 3.2623 2.2745 0.13
O -1.6199 1.1353 1.6745 -0.04
H -2.4889 0.8873 2.0205 0.13
H -1.5659 2.1023 1.8955 0.15
O -0.0409 -1.1417 1.7695 -0.03
H 0.2651 -2.0307 1.6915 0.11
H -0.5059 -1.3067 2.5955 0.15
O 0.5901 0.6023 -1.7655 -0.02
H 1.1841 0.2003 -2.3865 0.13
H 0.6221 1.5163 -2.0125 0.12
O 1.8871 -0.8257 -0.0375 -0.06
H 2.1351 -1.4837 -0.7315 0.15
H 2.5091 -0.9597 0.7195 0.15
O -1.9279 0.7263 -0.8785 -0.03
H -2.6099 1.3193 -0.5185 0.13
H -2.0589 0.5613 -1.8045 0.12
```

Output
Maximum force (Eh/bohr): 0.125
Relative energy (zero: lowest compared OMol25 entry of this formula, charge and spin) (kcal per mole): 12.7
Gap between HOMO and LUMO (eV): 9.22
Total charge: +2
M (g/mol): 390.60


A 3-piece molecular cluster, C2H12N2O2 overall at a distorted geometry. Source: the Open Molecules 2025 dataset; level of theory: ωB97M-V/def2-TZVPD.

```
18
Properties=species:S:1:pos:R:3:lowdin_charge:R:1
N -0.5517 -2.6739 0.6234 0.02
C 0.0705 -1.2873 1.0205 -0.23
C 0.4261 -0.3761 -0.2238 -0.40
N 0.7865 0.9572 0.1750 -0.10
H -1.4953 -2.6660 0.7882 0.00
H -0.1349 -3.4075 1.0488 -0.01
H 0.9187 -1.6641 1.5550 0.07
H -0.4281 -0.6059 1.6992 0.07
H 1.2191 -0.7410 -0.8199 0.06
H -0.6332 -0.1519 -0.9173 0.13
H -0.2109 1.3466 0.2902 0.06
H 1.3147 1.5097 -0.4682 -0.01
H -1.3921 2.1376 3.1299 -0.01
H -2.5528 2.1952 4.1595 0.06
O -2.3526 2.2556 3.1409 -0.19
H 1.4333 0.8576 -5.7527 -0.07
H 1.6104 1.5678 -4.4781 -0.05
O 1.9723 0.7463 -4.9705 -0.40
```

Output
Maximum force (Eh/bohr): 0.110
Multiplicity: 2
Relative energy (zero: lowest compared OMol25 entry of this formula, charge and spin) (kcal per mole): 52.5
Gap between HOMO and LUMO (alpha / beta) (eV): 1.95 / 8.74
Total charge: -1
M (g/mol): 96.13
Expectation value of S²: 0.751